{
  "formula": "C30H29AsFN4O8SbSe4Ti",
  "method": "wB97M-V/def2-TZVPD",
  "elements": ["Ti", "O", "C", "O", "C", "C", "C", "C", "C", "N", "C", "O", "O", "H", "H", "H", "C", "C", "C", "C", "C", "C", "C", "F", "C", "C", "C", "O", "C", "C", "N", "C", "C", "O", "O", "H", "H", "H", "H", "H", "H", "H", "H", "H", "H", "H", "C", "As", "C", "C", "H", "H", "H", "H", "H", "H", "H", "H", "H", "N", "C", "O", "C", "C", "C", "N", "C", "C", "H", "H", "H", "H", "H", "H", "Se", "Sb", "Se", "Se", "Se"],
  "positions_angstrom": [[-0.3480, -0.4712, 0.6998], [-0.6513, -1.5616, -3.2004], [-0.8539, -1.0290, -2.1287], [-0.0350, -1.0306, -1.1192], [-2.1247, -0.2970, -1.7962], [-2.9713, 0.3216, -2.6860], [-4.0449, 1.0358, -2.1684], [-4.2518, 1.0726, -0.7990], [-3.3369, 0.4377, 0.0226], [-2.2976, -0.2060, -0.4796], [-3.2645, 0.5523, 1.5342], [-4.2826, 0.6996, 2.2049], [-2.0568, 0.4980, 1.9261], [-2.7542, 0.2848, -3.7436], [-4.6879, 1.5980, -2.8334], [-5.0570, 1.6318, -0.3433], [2.5018, -7.1463, 0.4129], [2.6630, -6.3130, 1.6820], [4.0272, -6.4742, 2.3374], [5.1234, -5.9240, 1.4359], [4.7986, -4.5080, 1.0296], [5.8010, -3.6406, 0.6646], [5.5091, -2.3167, 0.3488], [6.5258, -1.5120, -0.0112], [4.2393, -1.8224, 0.4136], [3.2019, -2.6938, 0.7594], [1.8321, -2.2005, 0.8006], [1.5995, -0.9797, 0.6978], [0.7983, -3.1886, 1.0190], [1.1403, -4.4620, 1.3176], [2.4218, -4.8911, 1.3903], [3.4684, -4.0406, 1.0540], [-0.6280, -2.6806, 1.1382], [-1.5248, -3.0327, 0.3972], [-0.7148, -1.7702, 2.0718], [2.7382, -8.1939, 0.6095], [3.1560, -6.7753, -0.3770], [1.4760, -7.0843, 0.0488], [1.8987, -6.6153, 2.3990], [4.1937, -7.5263, 2.5712], [4.0266, -5.9185, 3.2787], [5.2363, -6.5579, 0.5514], [6.0812, -5.9373, 1.9575], [6.8285, -3.9829, 0.6268], [4.0217, -0.7849, 0.1890], [0.3839, -5.2032, 1.5451], [1.3376, 2.3932, 3.0042], [0.6480, 0.6044, 2.7491], [-0.5340, 0.5913, 4.2997], [2.1303, -0.4058, 3.5715], [1.7158, 2.4612, 4.0256], [0.5276, 3.1043, 2.8580], [2.1257, 2.6296, 2.2923], [0.0598, 0.7527, 5.2031], [-1.0208, -0.3813, 4.3479], [-1.3004, 1.3526, 4.2062], [2.3495, -0.0127, 4.5654], [3.0378, -0.3812, 2.9691], [1.8210, -1.4493, 3.6804], [6.4200, -0.0332, -4.5953], [6.1513, 0.9043, -3.6350], [6.9579, 1.7756, -3.3736], [4.8438, 0.7543, -2.9124], [4.6074, 1.5546, -1.8092], [3.4040, 1.4114, -1.1223], [2.4519, 0.5602, -1.4929], [2.6663, -0.1830, -2.5763], [3.8442, -0.1340, -3.3046], [7.2407, 0.1010, -5.1578], [5.7311, -0.6940, -4.8989], [5.3376, 2.2905, -1.5037], [3.1941, 2.0131, -0.2477], [1.8564, -0.8423, -2.8765], [3.9280, -0.7732, -4.1758], [-1.0540, 5.5478, 0.7879], [0.0900, 3.9554, -0.6803], [-0.0859, 1.6526, 0.2387], [2.4301, 4.7066, -0.7312], [-0.9030, 4.0449, -2.9256]],
  "forces_ev_per_a": [[-2.92, 3.79, -0.93], [0.07, 0.06, -0.17], [-0.14, 0.02, 0.10], [0.43, -1.17, -0.85], [0.03, -0.11, 0.27], [-0.06, -0.06, -0.14], [-0.01, 0.04, 0.01], [-0.10, -0.01, -0.02], [0.08, -0.02, 0.17], [0.25, -0.21, -0.21], [-0.04, 0.02, 0.01], [0.02, 0.09, -0.13], [-0.05, -0.74, 0.46], [0.00, 0.01, 0.01], [-0.01, -0.02, 0.01], [-0.01, -0.01, -0.02], [0.00, 0.06, 0.02], [0.05, -0.04, -0.15], [0.00, 0.13, 0.02], [-0.07, -0.01, -0.03], [-0.02, -0.14, 0.09], [0.04, 0.08, -0.05], [0.05, 0.01, 0.01], [0.00, -0.05, 0.03], [0.02, 0.14, -0.05], [-0.10, -0.23, -0.07], [0.05, -0.34, 0.31], [0.85, -1.18, 0.13], [0.12, 0.21, -0.03], [-0.05, 0.25, -0.13], [0.16, -0.24, 0.00], [0.02, 0.03, 0.05], [-0.10, -1.72, 0.64], [0.16, -0.37, 0.24], [-0.10, -1.60, 0.23], [0.00, 0.01, -0.01], [0.00, -0.04, 0.00], [0.01, -0.01, -0.03], [-0.04, 0.05, 0.03], [0.00, -0.01, -0.02], [0.00, -0.03, 0.02], [0.01, 0.00, 0.00], [0.02, -0.01, -0.02], [0.00, 0.05, 0.01], [-0.04, -0.03, -0.05], [0.00, 0.00, 0.00], [0.13, 0.00, -0.10], [0.49, 0.23, 2.22], [0.09, -0.29, 0.22], [0.02, -0.25, 0.17], [0.02, 0.01, 0.01], [-0.06, 0.07, -0.05], [0.02, 0.03, -0.07], [0.01, 0.04, -0.02], [-0.06, 0.02, -0.01], [0.00, 0.05, -0.15], [0.01, 0.05, -0.02], [-0.03, 0.11, -0.09], [-0.03, 0.01, -0.03], [-0.01, -0.05, -0.03], [0.04, -0.10, 0.02], [-0.01, 0.00, 0.01], [0.03, 0.05, -0.04], [-0.01, 0.02, 0.06], [-0.02, -0.17, -0.09], [0.31, -0.01, -0.20], [-0.02, 0.05, -0.01], [-0.07, -0.05, -0.04], [0.00, 0.06, 0.02], [-0.02, 0.03, 0.01], [0.00, -0.01, 0.02], [0.00, 0.11, -0.01], [0.01, 0.01, 0.05], [0.02, 0.02, 0.01], [-0.09, -0.57, 0.20], [0.04, 3.06, -1.11], [0.51, 1.87, -1.10], [0.03, -0.51, 0.14], [0.05, -0.54, 0.26]],
  "lowdin_charge": [0.5604, 0.0754, -0.5344, -0.1776, -0.1750, 0.0108, -0.0366, 0.0245, -0.1626, 0.0661, -0.5925, 0.0267, -0.2034, 0.1206, 0.1066, 0.1200, -0.0287, -0.3191, -0.1417, -0.1377, -0.1380, 0.0469, -0.2491, 0.0712, 0.0941, -0.0234, -0.2615, -0.1553, -0.0088, 0.0365, 0.0031, -0.0663, -0.6241, 0.1238, -0.1419, 0.0836, 0.0861, 0.0831, 0.1431, 0.1168, 0.1282, 0.1161, 0.1176, 0.1291, 0.1260, 0.1532, -0.2923, 1.0297, -0.2615, -0.2618, 0.0281, 0.0164, 0.0171, 0.0211, 0.0251, 0.0358, 0.0184, 0.0184, 0.0233, 0.1526, -0.4929, 0.0494, -0.1447, 0.0024, -0.1854, 0.0713, -0.1076, -0.0212, 0.0977, 0.0701, 0.1181, 0.0319, 0.0989, 0.0923, -0.3325, -0.3507, 0.3941, -0.2326, -0.3208],
  "largest_force_ha_per_bohr": 0.0949,
  "orbital_gap_ev": 3.82,
  "homo_energy_ev": -1.00,
  "total_charge": -2,
  "lumo_energy_ev": 2.81,
  "spin_multiplicity": 1,
  "de_lowest_kj_mol": 410.2
}


{
  "formula": "C30H29AsFN4O8SbSe4Ti",
  "method": "wB97M-V/def2-TZVPD",
  "elements": ["Ti", "O", "C", "O", "C", "C", "C", "C", "C", "N", "C", "O", "O", "H", "H", "H", "C", "C", "C", "C", "C", "C", "C", "F", "C", "C", "C", "O", "C", "C", "N", "C", "C", "O", "O", "H", "H", "H", "H", "H", "H", "H", "H", "H", "H", "H", "C", "As", "C", "C", "H", "H", "H", "H", "H", "H", "H", "H", "H", "N", "C", "O", "C", "C", "C", "N", "C", "C", "H", "H", "H", "H", "H", "H", "Se", "Sb", "Se", "Se", "Se"],
  "positions_angstrom": [[-0.3551, -0.6178, -1.0665], [-1.2861, 3.4615, -1.9047], [-1.0658, 2.3743, -1.3861], [-0.2503, 1.4677, -1.7959], [-1.7357, 1.9567, -0.0920], [-1.8761, 2.7804, 1.0018], [-2.1148, 2.2028, 2.2405], [-2.2440, 0.8208, 2.3446], [-2.1511, 0.0924, 1.1934], [-1.9134, 0.6456, -0.0030], [-2.0266, -1.4054, 1.1350], [-2.6516, -2.1618, 1.8373], [-1.1604, -1.7662, 0.2100], [-1.6943, 3.8399, 0.8922], [-2.1000, 2.8120, 3.1297], [-2.3138, 0.3198, 3.2996], [1.3096, 2.7899, -7.1382], [2.0127, 3.0641, -5.8175], [3.4785, 3.3861, -6.0522], [4.1735, 3.7052, -4.7415], [3.9860, 2.5698, -3.7722], [4.9008, 2.3314, -2.7767], [4.7362, 1.2733, -1.8865], [5.7113, 1.0285, -1.0055], [3.6432, 0.4686, -1.9463], [2.6892, 0.7038, -2.9491], [1.4867, -0.0733, -2.9460], [1.2998, -0.9585, -2.0476], [0.5136, 0.2116, -3.9458], [0.7835, 1.1758, -4.8667], [1.8998, 1.9205, -4.8775], [2.8593, 1.7363, -3.8767], [-0.9126, -0.3233, -3.9050], [-1.5377, -0.4261, -4.9441], [-1.3811, -0.6051, -2.7172], [1.6027, 3.5595, -7.8543], [0.2238, 2.8211, -7.0533], [1.6015, 1.8150, -7.5385], [1.5433, 3.9300, -5.3420], [3.5376, 4.2336, -6.7370], [3.9629, 2.5298, -6.5350], [3.7512, 4.6213, -4.3151], [5.2374, 3.8845, -4.9009], [5.7656, 2.9752, -2.6628], [3.4870, -0.3282, -1.2312], [0.0313, 1.3782, -5.6139], [-2.8528, -3.3511, -2.1466], [-0.8987, -3.3889, -2.2087], [-0.7553, -3.8319, -4.1205], [-0.7255, -5.2122, -1.5244], [-3.2648, -4.2275, -2.6528], [-3.2188, -2.4520, -2.6368], [-3.1776, -3.3498, -1.1071], [-1.3635, -4.7079, -4.3607], [0.2835, -4.0389, -4.3805], [-1.0993, -2.9881, -4.7196], [-1.3596, -5.8962, -2.0935], [-1.0241, -5.2255, -0.4766], [0.3104, -5.5456, -1.5802], [5.9034, -2.4995, 2.0771], [5.5563, -3.3470, 1.0923], [6.3363, -4.1250, 0.5499], [4.1074, -3.2791, 0.6877], [3.7597, -3.6130, -0.6120], [2.4269, -3.5493, -0.9661], [1.4497, -3.2090, -0.1227], [1.7877, -2.9230, 1.1253], [3.1020, -2.9385, 1.5785], [6.8651, -2.4888, 2.3690], [5.2732, -1.7695, 2.4384], [4.5260, -3.9115, -1.3158], [2.1142, -3.7775, -1.9812], [0.9783, -2.6658, 1.7967], [3.3142, -2.6631, 2.6005], [0.5173, 2.8197, 3.6606], [2.1444, 1.7029, 2.2133], [0.9187, 0.3083, 0.4539], [3.5617, 0.3021, 3.6579], [3.5367, 3.3119, 1.0167]],
  "forces_ev_per_a": [[-1.44, 0.81, 0.14], [0.09, -0.07, 0.08], [-0.01, -0.01, -0.16], [-0.61, 0.10, -0.21], [-0.02, -0.06, -0.32], [-0.28, 0.25, 0.04], [-0.04, 0.06, -0.01], [-0.28, 0.15, 0.19], [-0.13, -0.29, -0.60], [0.28, -0.43, 0.21], [-0.03, 0.21, -0.23], [0.02, -0.24, 0.25], [-1.11, -0.70, 0.29], [0.06, -0.02, 0.03], [-0.20, 0.00, -0.06], [-0.07, 0.02, -0.01], [-0.08, -0.07, -0.05], [0.00, -0.06, -0.01], [0.09, -0.03, 0.04], [-0.04, -0.02, 0.07], [0.04, 0.15, -0.12], [0.14, 0.05, 0.06], [0.13, -0.01, -0.09], [-0.03, 0.07, 0.04], [-0.11, -0.15, 0.09], [0.19, -0.17, 0.13], [-0.46, -0.16, -0.72], [0.51, 0.01, -1.20], [-0.02, -0.14, 0.29], [-0.10, -0.12, 0.01], [0.16, 0.21, 0.05], [-0.11, 0.04, -0.19], [0.24, 0.06, 0.48], [-0.16, 0.01, -0.14], [0.03, -0.09, -1.49], [-0.01, -0.02, 0.03], [0.05, -0.02, -0.02], [-0.01, 0.07, 0.01], [-0.02, 0.00, 0.10], [-0.01, -0.01, -0.02], [-0.03, 0.02, -0.01], [0.01, -0.01, -0.02], [0.01, 0.01, 0.02], [-0.02, -0.04, -0.02], [-0.03, 0.01, 0.01], [0.04, 0.05, 0.01], [-0.14, -0.07, -0.06], [-0.25, -0.28, -0.21], [-0.02, -0.03, -0.12], [0.10, -0.14, 0.09], [0.02, -0.02, 0.03], [0.06, 0.07, 0.00], [0.02, 0.02, 0.05], [0.02, 0.01, 0.03], [0.03, -0.01, 0.01], [0.00, 0.02, 0.04], [0.00, 0.03, 0.00], [0.00, 0.05, 0.01], [0.01, 0.01, -0.01], [-0.26, 0.44, 0.40], [-0.08, -0.06, -0.20], [-0.12, 0.22, 0.18], [0.06, -0.10, 0.21], [0.02, -0.03, -0.15], [-0.17, 0.05, 0.10], [0.30, -0.29, -0.11], [0.11, -0.08, 0.05], [0.02, 0.04, -0.02], [0.00, 0.03, -0.03], [0.31, -0.31, -0.28], [-0.03, 0.02, 0.00], [0.01, 0.04, -0.06], [-0.02, 0.10, 0.01], [-0.03, 0.05, 0.07], [0.33, -0.14, -0.04], [0.94, 1.30, 1.19], [2.50, 0.34, 2.50], [-0.14, -0.48, -0.40], [-0.22, -0.22, -0.25]],
  "lowdin_charge": [0.7205, 0.0426, -0.5645, -0.1600, -0.2025, -0.0109, -0.1520, -0.0111, -0.2264, 0.0412, -0.5419, 0.0909, -0.2617, 0.1256, 0.0359, 0.1266, -0.0534, -0.3003, -0.1590, -0.1315, -0.1345, 0.0551, -0.2898, 0.0685, 0.0790, -0.0357, -0.2892, -0.2142, -0.0288, 0.0359, 0.0498, -0.0499, -0.5543, 0.0544, -0.1871, 0.0794, 0.0784, 0.0960, 0.1632, 0.1155, 0.1323, 0.1312, 0.1161, 0.1336, 0.1258, 0.1334, -0.2883, 1.1134, -0.2959, -0.3120, 0.0187, 0.0214, 0.0221, 0.0145, 0.0132, 0.0075, 0.0143, 0.0256, 0.0055, 0.1818, -0.5078, 0.0162, -0.1379, -0.0099, -0.1623, 0.0395, -0.1498, -0.0183, 0.1060, 0.0308, 0.1122, 0.0915, 0.1097, 0.0687, -0.1181, -0.2746, 0.4948, -0.2417, -0.2628],
  "largest_force_ha_per_bohr": 0.0691,
  "orbital_gap_ev": 5.15,
  "homo_energy_ev": -1.64,
  "total_charge": -2,
  "lumo_energy_ev": 3.51,
  "spin_multiplicity": 1,
  "de_lowest_kj_mol": 202.6
}


{
  "formula": "C30H29AsN3O2PtS2",
  "method": "wB97M-V/def2-TZVPD",
  "elements": ["Pt", "S", "C", "C", "C", "C", "C", "C", "As", "C", "C", "C", "C", "C", "C", "C", "C", "C", "C", "C", "C", "H", "H", "H", "H", "H", "H", "H", "H", "H", "H", "H", "H", "H", "H", "O", "C", "O", "C", "N", "C", "C", "C", "H", "H", "H", "H", "H", "H", "H", "H", "H", "N", "C", "N", "C", "C", "C", "C", "C", "C", "S", "H", "H", "H", "H", "H", "H"],
  "positions_angstrom": [[-0.4829, 0.1638, 0.7092], [-0.4583, 0.5400, 2.9544], [1.1167, 1.2069, 3.3879], [1.3382, 1.6296, 4.7009], [2.5567, 2.1794, 5.0552], [3.5796, 2.3262, 4.1210], [3.3737, 1.9038, 2.8206], [2.1489, 1.3475, 2.4662], [1.7808, 0.6471, 0.7318], [2.4364, 1.8889, -0.5733], [1.5504, 2.8050, -1.1274], [2.0103, 3.7497, -2.0326], [3.3534, 3.7778, -2.3811], [4.2386, 2.8637, -1.8262], [3.7835, 1.9153, -0.9221], [2.9020, -0.9104, 0.5668], [3.3474, -1.3340, -0.6817], [4.1153, -2.4843, -0.7848], [4.4293, -3.2139, 0.3550], [3.9810, -2.7923, 1.5990], [3.2187, -1.6376, 1.7087], [0.5487, 1.5312, 5.4347], [2.7121, 2.5065, 6.0751], [4.5236, 2.7681, 4.4082], [4.1571, 2.0143, 2.0797], [0.5049, 2.7836, -0.8506], [1.3200, 4.4623, -2.4646], [3.7125, 4.5142, -3.0878], [5.2853, 2.8864, -2.0992], [4.4764, 1.1954, -0.5017], [3.1101, -0.7622, -1.5722], [4.4769, -2.8064, -1.7527], [5.0333, -4.1080, 0.2738], [4.2321, -3.3562, 2.4874], [2.8780, -1.3014, 2.6811], [-2.5852, -0.2240, 0.9013], [-3.0486, -1.3322, 1.1536], [-2.3325, -2.4188, 1.1573], [-4.5231, -1.5228, 1.4765], [-4.7661, -2.9661, 1.6227], [-5.6844, -3.4080, 0.5427], [-5.5540, -2.3199, -0.5166], [-5.4150, -1.0503, 0.3222], [-4.7046, -0.9702, 2.3998], [-5.1170, -3.2018, 2.5400], [-3.0109, -3.1274, 1.3856], [-6.7121, -3.4640, 0.9084], [-5.3966, -4.3934, 0.1808], [-6.4070, -2.2947, -1.1910], [-4.6559, -2.4807, -1.1192], [-6.3847, -0.7498, 0.7197], [-4.9871, -0.2034, -0.2100], [0.2631, -2.3455, -1.2488], [-0.2871, -1.3246, -1.9152], [-0.6887, -0.2185, -1.3344], [-1.2484, 0.6728, -2.2554], [-1.8238, 1.9006, -1.9535], [-2.3278, 2.6644, -2.9917], [-2.2701, 2.2164, -4.3117], [-1.7164, 0.9850, -4.6175], [-1.2139, 0.2235, -3.5734], [-0.4900, -1.3665, -3.6399], [0.2952, -2.2974, -0.2398], [0.5071, -3.2036, -1.7085], [-1.8772, 2.2361, -0.9251], [-2.7785, 3.6234, -2.7743], [-2.6697, 2.8322, -5.1056], [-1.6795, 0.6293, -5.6382]],
  "forces_ev_per_a": [[-0.06, 0.01, 0.14], [-0.04, -0.01, -0.01], [0.02, 0.05, -0.05], [0.00, -0.02, -0.01], [0.01, 0.00, 0.00], [0.00, 0.00, 0.00], [-0.02, 0.00, 0.01], [0.02, -0.05, 0.05], [0.04, 0.02, 0.01], [-0.01, -0.03, -0.04], [0.01, 0.03, -0.01], [0.02, 0.00, 0.00], [-0.02, 0.00, 0.00], [0.01, -0.01, 0.00], [0.03, 0.00, 0.00], [0.03, 0.04, -0.06], [-0.01, -0.01, -0.01], [0.01, -0.01, 0.01], [0.00, 0.01, -0.01], [0.00, 0.00, 0.00], [-0.02, -0.01, 0.01], [0.00, 0.00, 0.00], [0.00, 0.00, 0.00], [0.00, 0.00, 0.00], [0.01, -0.01, 0.00], [-0.03, 0.00, 0.01], [0.00, 0.00, 0.00], [0.00, 0.00, 0.00], [0.00, 0.00, 0.00], [-0.01, 0.04, 0.00], [-0.01, -0.02, 0.01], [0.00, 0.00, 0.00], [0.00, 0.00, 0.00], [0.00, 0.00, 0.00], [0.00, 0.00, 0.00], [-0.02, 0.00, 0.04], [0.01, 0.01, -0.08], [0.03, -0.01, 0.03], [0.00, 0.01, 0.02], [0.00, 0.01, 0.00], [0.01, -0.01, 0.00], [-0.01, 0.00, 0.00], [0.00, 0.00, -0.01], [-0.02, 0.00, -0.01], [0.01, -0.01, 0.00], [-0.02, 0.00, -0.03], [0.00, 0.01, 0.00], [-0.01, 0.00, 0.01], [0.00, 0.00, 0.00], [0.00, 0.00, 0.00], [0.00, 0.00, 0.00], [0.00, 0.00, 0.00], [-0.07, -0.03, 0.05], [0.03, 0.07, 0.02], [0.04, -0.08, -0.07], [-0.01, -0.01, 0.03], [0.00, 0.00, 0.00], [0.00, 0.00, 0.01], [0.00, 0.00, -0.01], [0.00, 0.01, 0.01], [0.01, -0.01, -0.01], [-0.02, -0.02, -0.02], [0.02, 0.00, -0.02], [0.03, 0.02, -0.01], [0.00, 0.00, 0.00], [0.00, 0.00, 0.00], [0.00, 0.00, 0.00], [0.00, 0.00, 0.00]],
  "lowdin_charge": [0.6562, 0.5637, -0.6861, -0.1106, -0.0673, -0.0765, -0.0876, -0.4112, 1.1943, -0.3564, -0.1033, -0.0628, -0.0653, -0.0650, -0.1084, -0.3686, -0.1311, -0.0747, -0.0704, -0.0656, -0.0862, 0.1055, 0.1108, 0.1070, 0.1055, 0.0760, 0.1104, 0.1106, 0.1110, 0.1044, 0.1051, 0.1089, 0.1094, 0.1108, 0.1102, -0.1065, -0.4773, 0.1297, -0.2185, -0.0268, -0.1670, -0.1550, -0.1096, 0.1706, 0.1324, 0.1264, 0.1216, 0.1161, 0.1188, 0.1170, 0.1264, 0.1198, 0.1321, -0.6871, -0.1088, -0.3124, -0.0406, -0.0655, -0.0737, -0.0756, -0.4563, 1.1266, 0.0871, 0.1127, 0.1044, 0.1110, 0.1103, 0.1149],
  "largest_force_ha_per_bohr": 0.0030,
  "orbital_gap_ev": 7.84,
  "homo_energy_ev": -9.88,
  "total_charge": 1,
  "lumo_energy_ev": -2.04,
  "spin_multiplicity": 1,
  "de_lowest_kj_mol": 0.0
}